Formula: C5H10N4
Source: OMol25
Level of theory: wB97M-V/def2-TZVPD

The value obtained for the LUMO energy is 0.9895 eV. Its energy above the lowest of the compared OMol25 structures with the same formula, charge and spin is 4.7866 eV. As for the SMILES: [H]/N=C(\N=N\[H])N(C)C(=C)C. The calculation puts the gap between HOMO and LUMO at 8.76 eV. The spin multiplicity is 1.

Last column: Mulliken charge in e.
Atoms and positions in Å:
H -1.836 2.197 0.734  0.274
N -0.940 1.741 0.601  -0.608
C -1.001 0.595 0.096  0.614
N -2.613 0.113 -0.455  -0.180
N -3.393 -0.608 0.129  -0.377
H -4.335 -0.665 -0.329  0.231
N -0.194 -0.328 -0.332  -0.144
C -0.466 -1.734 -0.146  -1.093
C 1.456 0.221 -0.016  0.765
C 2.256 -0.641 0.583  -0.865
C 1.792 1.598 -0.448  -1.289
H -1.438 -1.961 -0.596  0.391
H 0.315 -2.307 -0.644  0.383
H -0.493 -2.021 0.909  0.350
H 1.926 -1.591 0.977  0.317
H 3.327 -0.474 0.616  0.248
H 2.877 1.738 -0.461  0.397
H 1.359 2.334 0.227  0.291
H 1.401 1.792 -1.446  0.297